ORCA calculation (wB97M-V/def2-TZVPD) on a cluster of 17 separate species, C68H128N8O18S9 in total in a non-equilibrium geometry.

Values from the calculation:
- HOMO (hartree) = -0.3662
- Kohn-Sham gap (eV) = 9.891
- net charge = 0

Last column: Mulliken charge in e.
Atoms and positions in Å:
1 C -9.893 -14.511 20.266  -0.271
2 C -8.606 -13.704 20.433  -0.702
3 C -8.453 -13.355 21.891  -0.858
4 S -10.123 -12.975 22.524  1.197
5 O -10.308 -11.517 22.430  -0.671
6 O -10.359 -13.664 23.794  -0.684
7 C -10.960 -13.741 21.042  0.206
8 H -9.798 -15.495 20.726  0.290
9 H -10.295 -14.516 19.253  0.171
10 H -8.776 -12.787 19.868  0.227
11 H -7.641 -14.139 20.175  0.385
12 H -7.750 -12.558 22.133  0.469
13 H -8.018 -14.177 22.460  0.368
14 H -11.227 -12.837 20.495  0.062
15 H -11.849 -14.289 21.353  -0.226
16 C -21.050 -16.711 25.707  -0.935
17 C -20.304 -15.418 25.288  0.209
18 C -18.894 -15.567 25.872  -0.571
19 S -18.371 -17.277 25.678  0.933
20 O -17.919 -17.721 26.961  -0.806
21 O -17.628 -17.465 24.401  -0.054
22 C -20.158 -17.873 25.337  -0.457
23 H -22.007 -16.784 25.191  0.484
24 H -21.159 -16.769 26.790  0.314
25 H -20.699 -14.459 25.625  0.337
26 H -20.348 -15.342 24.201  -0.277
27 H -18.910 -15.371 26.944  0.337
28 H -18.112 -15.005 25.361  -0.016
29 H -20.363 -18.835 25.807  0.564
30 H -20.138 -18.111 24.273  -0.096
31 C -13.239 -17.906 17.129  -1.133
32 C -12.951 -16.455 17.536  -0.184
33 C -14.293 -15.701 17.734  0.036
34 S -15.599 -16.925 17.620  0.652
35 O -16.117 -17.007 16.236  -0.738
36 O -16.513 -16.885 18.740  0.357
37 C -14.470 -18.342 17.902  -0.281
38 H -12.532 -18.639 17.515  0.502
39 H -13.432 -18.001 16.060  0.276
40 H -12.301 -15.911 16.851  0.421
41 H -12.452 -16.414 18.504  -0.117
42 H -14.479 -14.946 16.969  0.342
43 H -14.382 -15.332 18.755  -0.539
44 H -14.993 -19.209 17.499  0.660
45 H -14.317 -18.398 18.980  -0.292
46 C -17.809 -10.807 14.110  0.479
47 C -16.564 -11.096 13.230  -0.810
48 C -15.733 -9.737 12.986  -0.639
49 S -16.967 -8.420 13.356  1.117
50 O -17.177 -7.480 12.185  -0.699
51 O -16.563 -7.890 14.674  -0.631
52 C -18.423 -9.532 13.647  -0.823
53 H -17.458 -10.815 15.142  -0.375
54 H -18.495 -11.638 13.945  0.356
55 H -16.805 -11.449 12.228  0.421
56 H -15.848 -11.799 13.656  0.195
57 H -15.587 -9.514 11.929  0.436
58 H -14.883 -9.576 13.650  0.261
59 H -18.671 -9.727 12.604  0.410
60 H -19.299 -9.018 14.044  0.309
61 C -23.465 -17.308 20.818  -0.843
62 C -22.458 -16.878 19.727  0.417
63 C -23.125 -15.779 18.849  -0.287
64 S -24.890 -16.362 18.762  1.184
65 O -25.076 -17.175 17.539  -0.689
66 O -25.915 -15.303 19.021  -0.676
67 C -24.815 -17.571 20.181  -0.855
68 H -23.643 -16.427 21.435  0.279
69 H -23.176 -18.190 21.388  0.411
70 H -21.979 -17.651 19.128  0.216
71 H -21.583 -16.515 20.267  -0.519
72 H -22.795 -15.737 17.811  0.203
73 H -23.041 -14.837 19.390  0.241
74 H -24.775 -18.556 19.715  0.372
75 H -25.741 -17.496 20.750  0.448
76 C -21.949 -10.582 21.620  0.275
77 C -22.436 -9.312 22.423  -0.936
78 C -22.265 -9.647 23.907  -0.326
79 S -22.779 -11.395 24.135  0.876
80 O -24.250 -11.415 24.264  -0.691
81 O -21.941 -12.113 25.098  -0.568
82 C -22.427 -11.825 22.397  0.057
83 H -20.859 -10.556 21.606  -0.463
84 H -22.223 -10.500 20.569  0.435
85 H -23.511 -9.238 22.261  0.379
86 H -21.958 -8.373 22.143  0.409
87 H -22.714 -8.994 24.655  0.554
88 H -21.209 -9.611 24.176  -0.116
89 H -23.137 -12.521 21.949  0.521
90 H -21.601 -12.527 22.515  -0.473
91 C -12.114 -11.642 16.033  -0.918
92 C -13.361 -12.417 15.859  0.221
93 C -14.439 -11.849 16.817  -0.562
94 S -13.473 -11.442 18.406  1.033
95 O -13.601 -12.445 19.481  -0.008
96 O -13.670 -10.026 18.778  -0.809
97 C -11.819 -11.656 17.550  -0.591
98 H -12.386 -10.611 15.805  0.299
99 H -11.282 -12.025 15.443  0.460
100 H -13.115 -13.452 16.095  -0.261
101 H -13.708 -12.382 14.826  0.366
102 H -15.338 -12.406 17.081  -0.159
103 H -14.812 -10.893 16.449  0.531
104 H -11.530 -12.660 17.861  -0.119
105 H -11.064 -11.003 17.989  0.628
106 C -13.805 -18.105 24.616  -0.373
107 C -12.476 -17.346 24.467  -1.093
108 C -11.889 -17.349 23.008  0.168
109 S -13.368 -17.728 21.886  1.148
110 O -13.268 -19.052 21.280  -0.891
111 O -13.740 -16.586 21.023  -0.197
112 C -14.583 -17.867 23.310  0.447
113 H -14.433 -17.707 25.413  0.280
114 H -13.644 -19.149 24.887  0.224
115 H -11.797 -17.904 25.111  0.415
116 H -12.622 -16.334 24.846  0.320
117 H -11.041 -18.017 22.858  0.596
118 H -11.552 -16.354 22.716  -0.679
119 H -15.407 -18.557 23.131  -0.416
120 H -15.066 -16.897 23.430  -0.126
121 C -18.110 -21.643 13.787  -0.619
122 C -17.485 -20.324 13.243  -0.730
123 C -17.292 -19.331 14.412  -0.287
124 S -18.021 -20.019 15.945  1.270
125 O -18.965 -19.122 16.696  -0.457
126 O -17.054 -20.877 16.666  -0.731
127 C -19.011 -21.243 14.945  -1.030
128 H -17.287 -22.213 14.216  0.311
129 H -18.600 -22.258 13.032  0.383
130 H -18.062 -19.913 12.415  0.384
131 H -16.497 -20.607 12.880  0.279
132 H -17.945 -18.507 14.122  -0.065
133 H -16.294 -18.997 14.697  0.402
134 H -19.900 -20.675 14.668  0.346
135 H -19.322 -22.026 15.636  0.487
136 C -16.710 -20.534 21.619  -1.250
137 C -17.168 -19.262 20.944  1.563
138 C -18.583 -19.198 20.351  1.202
139 C -19.608 -19.401 21.377  -0.089
140 N -20.440 -19.487 22.178  -0.723
141 H -17.002 -21.410 21.040  0.496
142 H -17.353 -20.629 22.494  0.079
143 H -15.649 -20.529 21.872  0.342
144 H -16.499 -19.088 20.101  -0.709
145 H -17.039 -18.402 21.601  -0.554
146 H -18.754 -19.976 19.607  0.486
147 H -18.733 -18.202 19.934  -0.740
148 C -20.831 -9.534 17.151  -1.494
149 C -19.754 -10.531 17.075  -0.587
150 C -19.388 -11.294 18.338  2.878
151 C -20.421 -12.338 18.491  -0.159
152 N -21.252 -13.094 18.585  -0.317
153 H -20.794 -8.910 16.258  0.404
154 H -20.676 -8.992 18.084  0.222
155 H -21.728 -10.149 17.226  0.305
156 H -18.848 -10.050 16.707  0.513
157 H -19.988 -11.232 16.273  0.285
158 H -19.465 -10.761 19.285  -1.445
159 H -18.335 -11.566 18.414  -0.538
160 C -20.580 -15.495 14.661  -1.398
161 C -19.819 -16.341 15.668  0.223
162 C -19.236 -15.431 16.767  2.241
163 C -18.424 -14.263 16.348  -0.394
164 N -17.734 -13.414 16.035  -0.094
165 H -21.218 -16.092 14.010  0.397
166 H -19.749 -14.907 14.269  0.358
167 H -21.195 -14.791 15.222  0.297
168 H -19.086 -16.969 15.162  -0.754
169 H -20.465 -17.115 16.081  0.631
170 H -18.621 -16.106 17.362  -0.986
171 H -20.037 -15.101 17.430  -0.441
172 C -16.417 -12.309 26.137  -0.855
173 C -17.863 -12.126 26.755  -0.563
174 C -18.883 -11.348 25.848  -0.436
175 C -18.701 -11.679 24.454  0.060
176 N -18.519 -12.004 23.331  0.116
177 H -16.414 -12.883 25.210  -0.130
178 H -15.754 -12.862 26.802  0.471
179 H -15.994 -11.305 26.141  0.384
180 H -17.713 -11.652 27.725  0.471
181 H -18.249 -13.103 27.047  -0.018
182 H -18.694 -10.278 25.933  0.474
183 H -19.878 -11.731 26.074  0.167
184 C -16.363 -8.794 20.368  -0.975
185 C -17.625 -9.115 21.135  1.026
186 C -17.941 -8.357 22.474  0.310
187 C -16.789 -8.310 23.434  0.060
188 N -15.866 -8.213 24.169  -0.626
189 H -15.468 -9.207 20.833  -0.152
190 H -16.207 -7.715 20.398  0.457
191 H -16.357 -9.109 19.325  0.242
192 H -17.536 -10.158 21.438  -0.531
193 H -18.533 -9.124 20.533  0.094
194 H -18.634 -8.994 23.023  -0.429
195 H -18.316 -7.361 22.234  0.527
196 C -19.285 -14.536 21.236  0.929
197 C -18.106 -15.586 21.185  2.025
198 C -16.674 -14.959 21.199  2.300
199 C -16.649 -13.756 20.310  -0.663
200 N -16.670 -12.831 19.635  -0.183
201 H -19.458 -14.072 22.207  -0.707
202 H -20.216 -14.966 20.868  -0.353
203 H -19.106 -13.729 20.525  -0.525
204 H -18.288 -16.204 20.306  -1.438
205 H -18.081 -16.284 22.022  -0.272
206 H -15.860 -15.622 20.906  -1.101
207 H -16.593 -14.499 22.184  -0.069
208 C -13.147 -10.422 23.953  -1.561
209 C -13.575 -10.759 22.561  0.354
210 C -14.862 -11.686 22.529  2.667
211 C -14.476 -13.051 23.104  -0.670
212 N -14.154 -14.087 23.544  -0.393
213 H -13.845 -9.672 24.327  0.304
214 H -12.162 -9.957 23.999  0.396
215 H -13.150 -11.304 24.593  0.331
216 H -12.685 -11.130 22.054  -0.390
217 H -13.833 -9.823 22.067  0.337
218 H -15.140 -11.875 21.493  -1.352
219 H -15.765 -11.319 23.018  0.019
220 C -17.472 -21.011 25.595  -1.572
221 C -16.057 -20.481 25.689  1.417
222 C -15.572 -20.473 27.169  -0.463
223 C -14.921 -21.758 27.579  0.061
224 N -14.335 -22.742 27.842  -0.472
225 H -18.130 -20.868 26.452  0.381
226 H -17.428 -22.100 25.593  0.479
227 H -18.062 -20.660 24.748  0.125
228 H -16.218 -19.474 25.303  -1.209
229 H -15.320 -20.997 25.074  0.530
230 H -16.428 -20.346 27.832  0.362
231 H -14.884 -19.646 27.340  0.375

Atomic forces in eV per Å
C -0.42 0.08 0.91
C 0.06 0.66 -0.05
C 0.11 -0.02 1.19
S 0.36 0.55 -0.05
O 0.08 -1.68 0.21
O 0.05 0.51 -1.39
C 0.31 0.88 1.04
H 0.03 -0.27 -0.46
H 0.54 -0.59 -0.18
H 0.41 0.17 -0.14
H -0.38 -0.34 -0.71
H -0.43 0.48 -0.33
H -0.53 -0.43 0.04
H -0.35 -0.12 0.00
H 0.05 0.01 -0.06
C 0.32 0.35 0.12
C 0.28 -0.36 0.12
C 0.42 0.09 -0.78
S -2.68 -0.19 -2.57
O 1.02 -0.67 0.42
O -0.51 0.28 2.28
C 1.58 -0.37 -0.68
H -0.07 -0.05 0.28
H -0.45 0.35 0.06
H -0.45 -0.26 0.32
H 0.49 -0.15 -0.14
H 0.16 -0.03 -0.06
H -0.10 0.36 0.13
H 0.15 0.26 0.49
H -0.04 0.32 -0.15
C -0.21 -0.68 0.77
C -0.17 0.35 0.45
C -0.10 -0.07 -0.11
S 0.42 -1.95 -0.76
O 0.51 0.35 1.59
O -0.37 0.67 -0.36
C -1.37 1.26 -0.76
H 0.83 0.36 -0.71
H 0.27 -0.12 0.02
H -0.10 -0.18 -0.24
H 0.06 -0.28 0.04
H -0.13 0.07 0.26
H 0.04 0.39 -0.17
H 0.12 -0.14 0.14
H 0.06 -0.08 -0.04
C 0.90 -1.13 0.35
C 1.35 1.65 -0.59
C -2.43 -0.16 -0.22
S 0.02 2.26 0.21
O 0.46 -2.64 2.96
O -0.61 -0.24 -1.51
C 0.95 0.88 -2.34
H -0.40 0.08 0.07
H -0.08 0.01 0.41
H -0.36 -0.15 0.14
H -0.45 -0.20 0.24
H 0.72 -0.46 0.10
H -0.14 0.06 -0.25
H -0.42 0.05 -0.28
H 0.50 -0.10 0.69
C -0.78 0.34 -0.28
C 0.51 0.15 0.03
C -0.53 -1.05 0.93
S -2.32 -0.06 -0.59
O 0.67 1.23 1.43
O 2.45 -1.76 -0.24
C 0.25 0.03 -1.50
H 0.52 -0.10 0.57
H 0.35 0.34 0.15
H -0.78 -0.52 -0.14
H -0.05 0.60 -0.06
H 0.07 0.16 0.22
H -0.36 0.13 -0.48
H -0.27 0.09 -0.29
H 0.33 0.32 0.20
C 0.05 1.14 0.83
C -0.85 -1.33 0.20
C 1.13 -0.18 0.47
S -2.11 0.69 -0.76
O 2.04 -0.06 0.31
O -0.70 0.72 -1.04
C 1.54 -1.18 0.03
H 0.16 -0.20 0.20
H -0.49 -0.37 0.16
H -0.07 0.33 -0.22
H 0.09 -0.19 0.00
H -0.62 -0.20 -0.28
H 0.31 -0.28 -0.09
H -0.84 0.82 0.15
H 0.53 0.17 -0.01
C 0.46 1.56 1.44
C -1.45 -1.09 0.26
C 0.69 0.35 0.86
S 0.17 0.80 0.26
O 0.20 0.99 -1.76
O 0.18 -1.95 -0.74
C -0.55 -0.81 0.49
H 0.63 0.26 -0.49
H -0.04 0.25 0.02
H -0.38 -0.28 0.00
H -0.12 -0.05 0.02
H 0.33 -0.54 -0.03
H 0.26 0.25 0.09
H -0.03 -0.26 -0.05
H -0.34 0.45 -0.31
C -0.33 0.04 -1.16
C 0.42 -0.52 0.11
C -1.28 0.51 0.11
S -1.14 -0.04 1.23
O 0.34 0.84 0.06
O 0.88 -1.30 0.89
C 0.15 0.46 0.11
H 0.25 0.21 0.12
H 0.03 -0.13 -0.49
H 0.40 0.52 0.03
H 0.30 0.03 -0.28
H -0.49 -0.40 -0.14
H -0.19 0.09 0.07
H 0.44 -0.27 -0.41
H 0.21 0.27 -0.40
C 0.22 0.62 0.78
C 0.90 -1.30 0.59
C -0.83 0.61 0.06
S -2.13 -1.74 0.36
O 2.48 -1.60 -1.55
O -0.63 1.86 -0.63
C -0.19 0.80 0.78
H -0.06 -0.26 -0.06
H -0.05 0.23 0.02
H 0.00 0.22 0.28
H -0.06 0.21 -0.36
H 0.38 0.51 0.69
H -0.08 0.01 -0.43
H -0.07 -0.05 -0.30
H 0.20 -0.06 -0.08
C -1.59 -0.14 0.36
C 0.86 0.48 -1.02
C 0.12 -0.53 0.74
C -0.97 0.29 0.82
N 0.78 -0.01 -0.68
H 0.49 -0.07 -0.34
H 0.43 -0.18 0.60
H -0.16 -0.05 -0.05
H -0.02 0.24 -0.11
H -0.02 0.03 0.15
H 0.18 0.18 -0.30
H -0.06 -0.20 -0.28
C -0.60 -0.29 0.77
C 2.35 -0.25 -1.12
C -0.90 -0.15 0.64
C 3.10 1.57 -0.08
N -2.19 -1.89 0.25
H -0.44 0.15 0.28
H -0.39 0.58 -0.21
H -0.64 0.73 -0.06
H 0.24 0.13 0.18
H 0.08 -0.36 0.09
H -0.34 0.84 -0.10
H -0.24 -1.02 -0.54
C 0.55 0.12 1.05
C -0.67 -0.10 -0.37
C 0.18 -1.05 0.24
C -1.16 -2.15 0.49
N 0.86 1.26 -0.39
H 0.42 0.34 -0.42
H -0.60 0.19 -1.24
H -0.32 0.03 -0.12
H 0.50 0.48 0.10
H -0.08 0.31 0.66
H 0.43 0.36 0.26
H -0.04 0.29 -0.12
C -1.10 0.28 1.17
C 1.31 -0.71 -0.30
C 1.03 -0.96 0.69
C 0.86 -1.38 -4.02
N -0.63 1.20 3.39
H 0.00 0.59 -0.26
H -0.28 -0.15 0.30
H 0.26 -0.05 -0.95
H -0.30 0.52 -0.17
H -0.30 -0.06 -0.42
H -0.55 0.07 0.29
H -0.25 0.84 0.29
C 0.30 1.12 0.26
C -0.05 -1.36 0.99
C 1.25 -0.83 -0.29
C 2.59 0.89 1.26
N -3.15 -0.49 -2.31
H -0.17 -0.19 0.04
H 0.09 0.21 -0.34
H -0.23 -0.09 0.13
H -0.10 -0.29 0.02
H -0.01 0.52 -0.12
H -0.67 0.37 -0.22
H -0.01 0.02 0.53
C 0.69 -0.57 -0.14
C -0.37 0.43 -0.18
C -1.56 1.52 -0.73
C 0.13 -1.21 0.30
N -0.02 0.42 -0.34
H 0.17 -0.15 0.04
H -0.01 -0.31 0.26
H 0.26 0.06 0.07
H 0.42 0.19 -0.18
H -0.46 0.09 0.25
H -0.13 -0.05 0.41
H 0.64 -0.41 0.24
C -0.29 0.58 0.84
C -0.75 0.10 -0.12
C 1.95 -1.26 -0.26
C 0.06 -0.65 0.44
N -0.67 2.08 -0.94
H -0.05 -0.18 0.48
H 0.08 -0.21 -0.18
H 0.09 0.02 0.16
H -0.56 -0.66 -0.44
H -0.10 -0.07 -0.23
H 0.06 -0.03 -0.08
H 0.32 0.20 0.40
C -0.58 -1.90 0.08
C -0.77 0.84 0.75
C 0.03 -0.57 -0.23
C 1.51 -1.69 0.14
N -1.71 2.59 -0.63
H 0.40 0.75 0.37
H -0.19 -0.27 -0.52
H 0.37 -0.08 -0.27
H 0.95 0.36 0.33
H -0.30 -0.08 -0.17
H 0.03 0.25 -0.02
H 0.13 -0.15 0.14